1.
Computed, not measured: a cluster of 5 separate species, C30H31F5N7O8 in total in a non-equilibrium geometry, with ωB97M-V with the def2-TZVPD basis set.

Properties
Largest force on an atom   0.0870 Eh/bohr
HOMO   -11.3 eV
E   -71993.3963 eV
Net charge   +1
HOMO-LUMO gap   7.245 eV

CARTESIAN COORDINATES (ANGSTROEM)
N 1.6259 1.7015 4.7831
C 0.3618 2.1685 4.2892
N -0.0674 3.3684 4.7667
N -0.4995 1.4647 3.3912
C 0.2061 0.4282 2.5766
C 1.2584 1.0026 1.5221
C 0.6394 2.0311 0.4592
C 1.5950 3.2875 0.2016
F 1.1076 3.9893 -0.9333
F 2.8882 2.8083 -0.0815
C 1.5638 4.3520 1.4030
F 2.2925 3.9417 2.5317
F 0.2582 4.6146 1.8362
F 2.1866 5.5395 0.9643
H 2.1369 2.5673 5.0416
H 2.2112 1.2737 4.0541
H -0.4954 4.0825 4.1728
H 0.0037 3.5214 5.7859
H -1.0183 2.1347 2.7977
H -0.5980 -0.1164 1.9619
H 0.6663 -0.3560 3.2750
H 1.6466 0.1009 0.9293
H 2.1819 1.4844 1.9834
H -0.4038 2.3950 0.7312
H 0.5898 1.4734 -0.5540
C 0.7873 0.5010 -5.0551
C 0.3782 -0.6202 -5.7694
C -0.0601 -1.7548 -5.0939
C -0.0872 -1.7517 -3.7016
C 0.3275 -0.6372 -2.9807
C 0.7656 0.4915 -3.6636
N -0.5695 -2.9311 -2.9818
O -0.9108 -3.8993 -3.6381
O -0.6051 -2.8745 -1.7609
H 1.1231 1.3862 -5.5854
H 0.3981 -0.6087 -6.8533
H -0.3766 -2.6223 -5.6611
H 0.3129 -0.6311 -1.8967
H 1.0882 1.3678 -3.1108
C -3.3246 -7.1728 0.5102
C -4.6331 -6.7596 0.7427
C -4.9471 -5.4056 0.7365
C -3.9416 -4.4734 0.4913
C -2.6294 -4.8794 0.2651
C -2.3235 -6.2351 0.2761
N -4.2707 -3.0468 0.4592
O -5.4263 -2.7240 0.6804
O -3.3695 -2.2587 0.2099
H -3.0842 -8.2312 0.5103
H -5.4092 -7.4945 0.9261
H -5.9696 -5.0960 0.9190
H -1.8415 -4.1589 0.0781
H -1.3051 -6.5622 0.0980
C 3.8520 -0.4180 9.6743
C 3.6978 -1.7963 9.7871
C 3.0891 -2.5152 8.7640
C 2.6429 -1.8417 7.6302
C 2.7870 -0.4632 7.5141
C 3.3938 0.2490 8.5419
N 2.0235 -2.5932 6.5366
O 1.8942 -3.7953 6.6749
O 1.6739 -1.9689 5.5421
H 4.3325 0.1391 10.4722
H 4.0551 -2.3110 10.6720
H 2.9746 -3.5884 8.8631
H 2.4364 0.0656 6.6352
H 3.5137 1.3239 8.4600
C -2.0198 5.1367 -8.4881
C -1.0230 4.7584 -7.5940
C -0.3198 3.5765 -7.7948
C -0.6207 2.7823 -8.8986
C -1.6219 3.1509 -9.7931
C -2.3221 4.3333 -9.5830
N 0.1341 1.5489 -9.1288
O 0.9941 1.2442 -8.3136
O -0.1338 0.8963 -10.1219
H -2.5631 6.0630 -8.3313
H -0.7923 5.3877 -6.7415
H 0.4544 3.2928 -7.0917
H -1.8644 2.5350 -10.6515
H -3.1018 4.6313 -10.2750

2.
Computed, not measured: a structure of composition C30H31FInN6, with ωB97M-V with the def2-TZVPD basis set.

Properties
Largest force on an atom   0.0153 Eh/bohr
HOMO   -5.5 eV
E   -48444.8765 eV
Net charge   -1
HOMO-LUMO gap   7.680 eV

CARTESIAN COORDINATES (ANGSTROEM)
F 0.0479 0.4852 -2.0523
In 1.9790 1.0518 -1.6724
C 2.0915 3.2226 -1.3020
C 3.2476 3.7859 -0.7498
C 3.3568 5.1555 -0.5534
C 2.2866 5.9666 -0.9059
N 1.1608 5.4798 -1.4227
C 1.0894 4.1565 -1.5992
H 2.6025 0.1347 -0.3219
H 2.8662 0.7030 -3.1628
H 4.0838 3.1421 -0.4781
H 4.2567 5.6047 -0.1366
H 2.3376 7.0459 -0.7643
H 0.1521 3.8133 -2.0406
N -3.6170 1.6287 -0.6378
C -4.4753 1.1061 0.2383
C -4.3061 -0.1321 0.8421
C -3.1883 -0.8782 0.4961
C -2.2928 -0.3580 -0.4203
C -2.5454 0.8974 -0.9512
H -5.3369 1.7198 0.4833
H -5.0200 -0.4972 1.5685
H -3.0115 -1.8498 0.9421
H -1.3899 -0.8790 -0.7100
H -1.8256 1.3187 -1.6422
N 6.5155 0.9991 -2.6990
C 5.8782 1.9407 -3.3912
C 6.4249 2.5620 -4.5074
C 7.6878 2.1847 -4.9297
C 8.3580 1.2017 -4.2181
C 7.7282 0.6457 -3.1145
H 4.8868 2.2085 -3.0453
H 5.8603 3.3220 -5.0306
H 8.1424 2.6463 -5.7976
H 9.3467 0.8711 -4.5080
H 8.2227 -0.1260 -2.5330
N 0.5170 0.2332 2.6922
C 0.1700 0.1538 3.9746
C -0.9883 0.7093 4.4974
C -1.8361 1.3923 3.6377
C -1.4858 1.4870 2.3025
C -0.3040 0.8910 1.8767
H 0.8568 -0.3866 4.6190
H -1.2176 0.6060 5.5502
H -2.7550 1.8354 4.0007
H -2.1186 1.9972 1.5875
H -0.0166 0.9470 0.8318
N -0.7396 -5.4927 -2.9891
C -0.4146 -4.2273 -3.2505
C -1.2184 -3.1423 -2.9295
C -2.4273 -3.3869 -2.2982
C -2.7751 -4.6974 -2.0090
C -1.9013 -5.7090 -2.3769
H 0.5410 -4.0723 -3.7387
H -0.8960 -2.1331 -3.1539
H -3.0762 -2.5653 -2.0236
H -3.7050 -4.9337 -1.5085
H -2.1429 -6.7463 -2.1679
N -4.4269 -1.5848 4.1928
C -5.2744 -2.1035 5.0775
C -5.0836 -3.3307 5.6951
C -3.9490 -4.0604 5.3761
C -3.0571 -3.5311 4.4581
C -3.3394 -2.2934 3.8972
H -6.1515 -1.5062 5.3033
H -5.8084 -3.7010 6.4076
H -3.7632 -5.0229 5.8355
H -2.1568 -4.0603 4.1772
H -2.6577 -1.8450 3.1830

3.
Computed, not measured: a structure of composition C30H31N5S2Sc in a non-equilibrium geometry, with ωB97M-V with the def2-TZVPD basis set.

Properties
Largest force on an atom   0.0542 Eh/bohr
HOMO   -10.5 eV
E   -81432.2949 eV
Net charge   +1
HOMO-LUMO gap   5.652 eV

CARTESIAN COORDINATES (ANGSTROEM)
Sc -0.7949 -0.0773 -0.0562
S -2.5703 -0.7629 -1.6223
C -3.4626 -1.0113 -0.1423
S -2.8105 -0.3501 1.3386
C -4.6385 -1.7082 -0.1274
C -5.1282 -2.3615 -1.2916
N -5.5058 -2.9269 -2.2196
C -5.3768 -1.8264 1.0856
N -5.9627 -1.8922 2.0736
C -0.9738 -3.6323 2.0185
C -1.1087 -4.0408 0.5784
C -1.8012 -5.1930 0.2320
C -1.8568 -5.6227 -1.0825
C -1.2293 -4.8924 -2.0777
C -0.5372 -3.7286 -1.7818
C 0.0489 -2.8882 -2.8864
C -0.4779 -3.3171 -0.4428
N 0.2150 -2.1060 -0.1208
C 1.4986 -2.0782 -0.1294
C 2.3772 -3.2689 -0.3105
C 2.1316 -0.7489 0.0908
C 3.6122 -0.6334 0.1997
N 1.3355 0.2581 0.1568
C 1.8629 1.5792 0.3378
C 2.3062 2.3011 -0.7745
C 2.2406 1.7001 -2.1554
C 2.8171 3.5745 -0.5640
C 2.8726 4.1154 0.7102
C 2.3830 3.4014 1.7916
C 1.8702 2.1217 1.6241
C 1.3720 1.3247 2.8008
H -1.6973 -4.1596 2.6364
H -1.1387 -2.5656 2.1418
H 0.0255 -3.8627 2.3996
H -2.2952 -5.7640 1.0076
H -2.3986 -6.5238 -1.3355
H -1.2902 -5.2212 -3.1074
H -0.4068 -3.1578 -3.8364
H 1.1275 -3.0314 -2.9879
H -0.1442 -1.8276 -2.7093
H 1.7954 -4.1857 -0.3362
H 3.0963 -3.3236 0.5084
H 2.9517 -3.1909 -1.2360
H 3.9817 -1.2470 1.0230
H 3.9064 0.3986 0.3686
H 4.0899 -0.9940 -0.7135
H 1.3544 1.0720 -2.2736
H 3.1150 1.0757 -2.3553
H 2.2149 2.4800 -2.9138
H 3.1741 4.1466 -1.4116
H 3.3039 5.0965 0.8602
H 2.4055 3.8341 2.7842
H 1.1553 1.9806 3.6411
H 2.1262 0.6046 3.1280
H 0.4669 0.7587 2.5611
C -1.0096 6.4206 0.7050
C -1.1104 4.9584 0.4188
C -0.8839 4.4233 -0.8446
C -0.9091 3.0567 -1.0259
N -1.1476 2.1858 -0.0372
C -1.4338 2.7047 1.1712
C -1.4272 4.0550 1.4330
H -0.8080 6.9984 -0.1940
H -0.2042 6.5980 1.4207
H -1.9279 6.7845 1.1672
H -0.6751 5.0695 -1.6866
H -0.7355 2.6314 -2.0078
H -1.6954 2.0056 1.9535
H -1.6603 4.4063 2.4296